C47H36F2N10Ti as an isolated structure. Source: the OMol25 dataset; level of theory: wB97M-V/def2-TZVPD.

Summary:
F_max ... 0.71 eV Å⁻¹
Energy relative to the best compared isomer or geometry (same formula, charge and spin) ... 134.4 kJ/mol
Spin multiplicity ... 2
LUMO (spin up / spin down) ... 1.847 / 1.839 eV
Charge ... -1

Each line ends with the Löwdin spin population.
CARTESIAN COORDINATES (ANGSTROEM)
Ti 1.76 -0.34 -0.02  0.096
N 0.66 -3.56 -2.81  0.009
C 0.30 -2.40 -2.26  -0.002
N 1.30 -1.96 -1.53  0.018
C 2.27 -2.91 -1.66  0.024
N 1.92 -3.92 -2.44  0.070
C 3.50 -2.67 -0.95  0.142
C 4.58 -3.53 -0.99  -0.004
N 5.73 -3.31 -0.36  0.218
C 5.75 -2.12 0.33  0.070
C 4.71 -1.25 0.39  0.091
N 3.50 -1.49 -0.22  0.234
H 0.14 -4.14 -3.44  0.000
H -0.65 -1.91 -2.44  0.000
H 4.50 -4.43 -1.59  -0.004
H 6.67 -1.87 0.84  0.002
H 4.80 -0.32 0.93  0.004
C 1.88 -3.95 2.88  0.000
C 0.60 -4.43 3.07  0.001
C -0.43 -3.86 2.34  0.001
C -0.14 -2.83 1.45  0.001
N 1.08 -2.33 1.29  0.009
C 2.07 -2.90 1.99  0.003
C -1.21 -2.19 0.66  0.000
C -2.40 -2.83 0.34  0.000
C -3.34 -2.14 -0.41  0.000
C -3.06 -0.84 -0.79  0.000
C -1.83 -0.29 -0.45  0.000
N -0.92 -0.96 0.25  0.001
H 2.73 -4.35 3.41  0.000
H 0.40 -5.21 3.79  0.000
H -1.46 -4.18 2.48  0.000
H 3.05 -2.49 1.84  0.002
H -2.58 -3.86 0.64  0.000
H -4.27 -2.61 -0.69  0.000
H -3.75 -0.26 -1.39  0.000
H -1.55 0.70 -0.77  0.000
F 3.72 0.94 -1.80  0.003
C 3.10 1.32 -0.62  -0.002
F 4.18 1.68 0.21  0.000
H 2.61 2.27 -0.82  0.000
C 2.27 0.49 2.01  -0.002
C 2.00 -0.22 3.27  0.000
C 0.69 -0.39 3.75  0.000
C 0.44 -1.13 4.89  0.000
C 1.49 -1.72 5.60  -0.001
C 2.80 -1.52 5.16  0.000
C 3.04 -0.79 4.02  0.000
C 1.22 -2.52 6.76  0.000
N 1.01 -3.16 7.69  0.000
H 3.32 0.77 1.95  0.000
H 1.66 1.39 1.93  0.000
H -0.12 0.06 3.20  0.000
H -0.58 -1.27 5.23  0.000
H 3.62 -1.96 5.72  0.000
H 4.06 -0.66 3.68  0.001
N -1.74 3.70 0.82  0.000
C -0.66 2.87 0.77  0.000
N -0.81 1.77 1.44  0.000
C -2.09 1.86 1.99  0.000
C -2.80 0.95 2.77  0.000
C -4.09 1.28 3.14  0.000
C -4.68 2.49 2.74  0.000
C -3.99 3.40 1.96  0.000
C -2.69 3.06 1.59  0.000
H -1.85 4.53 0.26  0.000
H 0.21 3.12 0.20  0.000
H -2.35 0.00 3.06  0.000
H -4.67 0.59 3.74  0.000
H -5.69 2.71 3.05  0.000
H -4.45 4.33 1.64  0.000
C 0.84 0.73 -1.46  0.002
C 0.19 1.39 -2.29  0.004
C -0.65 2.07 -3.16  0.003
C -0.55 3.51 -3.30  0.001
C 0.41 4.24 -2.57  0.001
C 0.54 5.61 -2.67  0.000
C -0.28 6.35 -3.52  0.001
C -1.20 5.65 -4.30  0.000
C -1.32 4.27 -4.21  0.001
C -1.67 1.25 -3.83  0.000
C -3.01 1.65 -4.01  0.001
C -3.95 0.81 -4.59  0.000
C -3.61 -0.47 -5.01  0.001
C -2.29 -0.89 -4.85  0.000
C -1.35 -0.04 -4.28  0.001
H 1.10 3.68 -1.95  0.000
H 1.30 6.12 -2.09  0.000
H -0.18 7.42 -3.61  0.000
H -1.82 6.18 -5.01  0.000
H -2.02 3.77 -4.87  0.000
H -3.33 2.62 -3.66  0.000
H -4.97 1.15 -4.69  0.000
H -4.34 -1.13 -5.46  0.000
H -1.98 -1.87 -5.19  0.000
H -0.31 -0.36 -4.19  0.000

C47H38AlNO6Si as an isolated structure at a distorted geometry. Source: the OMol25 dataset; level of theory: wB97M-V/def2-TZVPD.

Summary:
F_max ... 1.18 eV Å⁻¹
Energy relative to the best compared isomer or geometry (same formula, charge and spin) ... 51.6 kJ/mol
LUMO ... 4.284 eV
Charge ... -2

Each line ends with the Löwdin charge.
CARTESIAN COORDINATES (ANGSTROEM)
Al 0.38 -1.01 -0.76  -0.091
O -0.66 0.25 -1.46  -0.054
C -0.74 1.59 -1.76  -0.415
C -0.07 2.44 -0.62  -0.035
C -0.83 2.18 0.64  -0.250
C -1.81 3.03 1.15  -0.024
C -2.55 2.60 2.24  -0.069
C -2.31 1.35 2.78  -0.025
C -1.29 0.58 2.24  -0.242
C -0.93 -0.79 2.74  -0.033
C -1.28 -1.90 1.68  -0.429
O -0.58 -1.74 0.53  -0.095
C -0.89 -3.27 2.30  -0.097
C -1.77 -4.32 2.53  -0.025
C -1.33 -5.54 3.01  -0.104
C 0.02 -5.75 3.27  -0.121
C 0.91 -4.71 3.04  -0.083
C 0.47 -3.49 2.56  -0.019
C -2.79 -1.87 1.42  -0.139
C -3.72 -1.80 2.46  -0.062
C -5.08 -1.79 2.19  -0.100
C -5.53 -1.84 0.88  -0.116
C -4.61 -1.92 -0.16  -0.087
C -3.25 -1.94 0.12  -0.004
N -0.57 1.01 1.21  0.197
C -2.20 2.06 -1.81  -0.163
C -3.21 1.22 -1.37  0.004
C -4.53 1.64 -1.38  -0.073
C -4.86 2.91 -1.83  -0.117
C -3.85 3.76 -2.26  -0.102
C -2.53 3.34 -2.24  -0.052
C -0.07 1.86 -3.13  -0.122
C -0.80 1.70 -4.30  -0.025
C -0.20 1.84 -5.55  -0.091
C 1.16 2.11 -5.64  -0.107
C 1.90 2.25 -4.48  -0.079
C 1.29 2.14 -3.24  -0.027
H -0.05 3.50 -0.87  0.125
H 0.94 2.04 -0.51  0.093
H -1.99 3.99 0.68  0.107
H -3.33 3.24 2.65  0.095
H -2.88 0.99 3.62  0.100
H -1.42 -0.99 3.70  0.113
H 0.15 -0.84 2.86  0.102
H -2.83 -4.20 2.31  0.103
H -2.04 -6.34 3.17  0.089
H 0.36 -6.71 3.63  0.087
H 1.97 -4.86 3.23  0.097
H 1.18 -2.71 2.34  0.061
H -3.39 -1.77 3.49  0.110
H -5.79 -1.74 3.01  0.090
H -6.60 -1.82 0.67  0.088
H -4.96 -1.97 -1.18  0.104
H -2.51 -2.01 -0.67  0.125
H -2.93 0.24 -1.02  0.095
H -5.31 0.97 -1.03  0.090
H -5.89 3.23 -1.85  0.085
H -4.09 4.76 -2.61  0.089
H -1.74 4.00 -2.59  0.119
H -1.85 1.46 -4.25  0.117
H -0.79 1.73 -6.45  0.091
H 1.64 2.18 -6.61  0.090
H 2.96 2.44 -4.53  0.098
H 1.90 2.23 -2.35  0.099
O 2.39 -1.41 -4.25  0.030
C 1.77 -1.49 -3.20  -0.533
O 1.79 -0.66 -2.22  -0.079
C 0.81 -2.68 -2.90  -0.494
O 0.69 -3.64 -3.64  0.048
O 0.18 -2.53 -1.77  0.025
C 2.91 3.19 3.45  -0.130
C 3.18 3.30 2.09  -0.113
C 3.14 2.18 1.28  -0.120
C 2.83 0.91 1.77  -0.307
C 2.63 0.82 3.15  -0.134
C 2.65 1.94 3.98  -0.117
Si 2.52 -0.62 0.61  0.816
C 4.26 -0.71 -0.21  -0.305
C 4.64 0.16 -1.24  -0.110
C 5.88 0.07 -1.85  -0.101
C 6.79 -0.90 -1.46  -0.129
C 6.43 -1.80 -0.46  -0.122
C 5.19 -1.69 0.15  -0.125
H 2.92 4.07 4.08  0.083
H 3.43 4.27 1.67  0.089
H 3.36 2.30 0.22  0.085
H 2.46 -0.15 3.60  0.081
H 2.46 1.83 5.04  0.087
H 2.84 -1.64 1.71  -0.026
H 3.93 0.90 -1.60  0.083
H 6.14 0.76 -2.65  0.091
H 7.76 -0.98 -1.94  0.082
H 7.12 -2.57 -0.15  0.084
H 4.92 -2.40 0.93  0.077

C47H38CoIN7O3S2 as an isolated structure at a distorted geometry. Source: the OMol25 dataset; level of theory: wB97M-V/def2-TZVPD.

Summary:
F_max ... 1.04 eV Å⁻¹
Energy relative to the best compared isomer or geometry (same formula, charge and spin) ... 74.8 kJ/mol
Spin multiplicity ... 2
LUMO (spin up / spin down) ... -0.607 / -0.593 eV
Charge ... 0

Each line ends with the Löwdin spin population.
CARTESIAN COORDINATES (ANGSTROEM)
Co 0.85 -0.15 -0.84  1.057
C -1.89 5.22 2.74  0.000
C -1.44 4.18 3.73  0.000
C -1.59 4.39 5.09  0.000
C -1.18 3.46 6.03  0.000
C -0.63 2.26 5.59  0.000
C -0.48 2.01 4.23  0.000
C -0.87 2.98 3.30  0.000
N -0.77 2.77 1.91  0.000
C 0.08 1.88 1.26  0.002
N 1.31 1.81 1.83  0.000
C 2.32 0.84 1.61  -0.011
C 2.24 -0.07 0.56  -0.065
C 3.22 -1.07 0.59  -0.006
C 4.24 -1.12 1.52  -0.002
C 4.32 -0.13 2.49  0.001
C 3.37 0.86 2.56  -0.003
C 3.44 1.91 3.63  -0.001
N -0.27 1.21 0.21  -0.008
C -1.59 1.42 -0.31  -0.001
C -2.56 0.45 -0.05  -0.002
C -3.83 0.55 -0.59  0.000
C -4.14 1.63 -1.40  -0.002
C -3.18 2.59 -1.66  0.000
C -1.89 2.51 -1.12  -0.002
C -0.88 3.58 -1.45  0.000
H -2.19 6.13 3.24  0.000
H -2.74 4.88 2.14  0.000
H -1.09 5.46 2.03  0.000
H -2.03 5.33 5.42  0.000
H -1.29 3.65 7.09  0.000
H -0.32 1.51 6.30  0.000
H -0.11 1.05 3.90  0.000
H -1.56 3.06 1.36  0.000
H 1.46 2.46 2.58  0.000
H 3.19 -1.84 -0.18  -0.001
H 4.98 -1.92 1.49  0.000
H 5.13 -0.13 3.21  0.000
H 4.35 1.80 4.22  0.000
H 2.59 1.86 4.33  0.000
H 3.45 2.93 3.22  0.000
H -2.30 -0.39 0.58  0.000
H -4.57 -0.20 -0.37  0.000
H -5.12 1.72 -1.85  0.000
H -3.40 3.42 -2.32  0.000
H -1.06 3.96 -2.46  0.000
H 0.13 3.18 -1.42  0.000
H -0.95 4.42 -0.76  0.000
S 0.93 -2.19 4.76  0.000
C 0.43 -2.70 6.31  0.000
C -0.69 -3.47 6.25  0.000
C -1.16 -3.64 4.92  0.000
C -0.38 -3.00 4.00  0.000
C -0.56 -2.95 2.54  0.001
C 0.02 -1.89 1.80  0.000
N -0.10 -1.78 0.51  0.022
C -0.82 -2.68 -0.17  0.001
C -1.43 -3.77 0.45  0.001
C -2.17 -4.71 -0.36  0.000
C -2.29 -4.54 -1.69  0.000
C -1.68 -3.40 -2.35  0.000
C -1.77 -3.18 -3.73  -0.002
C -1.18 -2.08 -4.30  0.000
C -0.50 -1.19 -3.44  -0.001
N -0.40 -1.38 -2.14  0.008
C -0.97 -2.48 -1.60  0.000
C -1.21 -1.82 -5.75  0.000
C -1.88 -2.52 -6.72  0.000
C -1.69 -1.99 -8.02  0.000
C -0.87 -0.89 -8.00  0.000
S -0.35 -0.50 -6.43  0.000
C -1.27 -3.89 1.84  -0.002
H 0.99 -2.41 7.18  0.000
H -1.17 -3.89 7.12  0.000
H -2.05 -4.19 4.66  0.000
H 0.61 -1.13 2.30  0.000
H -2.64 -5.56 0.13  0.000
H -2.85 -5.24 -2.29  0.000
H -2.31 -3.90 -4.34  0.000
H -0.02 -0.30 -3.82  0.000
H -2.50 -3.39 -6.51  0.000
H -2.13 -2.40 -8.91  0.000
H -0.56 -0.29 -8.84  0.000
H -1.71 -4.74 2.36  0.000
O -0.27 2.56 -4.04  0.001
N 0.61 1.82 -3.60  0.002
O 1.56 1.46 -4.29  -0.001
O 0.57 1.49 -2.38  0.017
I 5.75 2.03 -3.09  0.000
C 4.43 0.44 -3.17  0.000
C 4.55 -0.54 -4.14  0.000
C 3.63 -1.57 -4.15  0.000
C 2.64 -1.58 -3.18  -0.001
N 2.52 -0.63 -2.26  -0.004
C 3.40 0.37 -2.25  -0.001
H 5.34 -0.49 -4.88  0.000
H 3.67 -2.36 -4.88  0.000
H 1.90 -2.37 -3.16  0.000
H 3.26 1.13 -1.50  0.000